Formula: C4H12NO
Source: OMol25
Level of theory: ωB97M-V/def2-TZVPD

```
18
Properties=species:S:1:pos:R:3:nbo_charge:R:1
O -1.111 -1.580 -0.252 -0.65
C -1.284 -1.824 1.119 -0.10
C -0.869 -0.620 1.958 -0.42
N 0.274 -0.048 1.588 0.03
C 1.594 1.043 -1.174 -0.60
C 0.543 1.313 -2.235 -0.62
H -0.257 -1.157 -0.408 0.48
H -2.357 -1.947 1.239 0.23
H -0.743 -2.729 1.401 0.23
H -1.648 0.190 1.864 0.40
H -0.909 -0.818 3.061 0.39
H 1.323 0.177 -0.577 0.16
H 0.369 0.881 2.057 0.38
H 1.683 1.943 -0.555 0.20
H 2.608 0.906 -1.530 0.24
H 0.749 2.255 -2.746 0.23
H 0.477 0.552 -3.008 0.22
H -0.442 1.464 -1.801 0.19
```

## Properties
HOMO-LUMO gap, eV: 5.44
LUMO, eV: -9.729
Net charge: +1
HOMO, Ha: -0.5573

=====

Formula: C4H8NO
Source: OMol25
Level of theory: ωB97M-V/def2-TZVPD

```
14
Properties=species:S:1:pos:R:3:nbo_charge:R:1
C -0.719 -0.765 0.619 -0.23
C -0.436 -0.480 -0.676 -0.27
C 0.484 -2.617 1.346 -0.11
N 0.186 -1.396 1.479 -0.38
H -1.567 -0.299 1.111 0.17
H 0.415 -0.934 -1.158 0.20
H -1.156 0.095 -1.239 0.20
H 1.268 -3.049 1.962 0.15
H -0.055 -3.254 0.637 0.13
C 0.315 2.561 -0.829 -0.21
O 0.780 1.280 -1.008 -0.92
H 0.992 3.333 -1.247 0.11
H -0.712 2.666 -1.238 0.08
H 0.206 2.860 0.239 0.09
```

## Properties
HOMO-LUMO gap, eV: 6.15
LUMO, eV: 4.104
Net charge: -1
HOMO, Ha: -0.0753

=====

Formula: C26H28As2CoN3O2
Source: OMol25
Level of theory: ωB97M-V/def2-TZVPD

```
62
Properties=species:S:1:pos:R:3:lowdin_spin:R:1
Co -0.093 -1.975 -2.071 2.69
C 0.662 4.606 3.820 0.00
O 0.964 3.628 4.823 0.04
C 1.678 2.566 4.494 0.05
C 1.950 1.665 5.539 0.00
C 2.680 0.538 5.298 0.03
C 3.106 0.244 3.988 0.04
C 2.866 1.159 2.949 0.05
C 2.178 2.321 3.202 0.01
N 3.859 -0.890 3.810 0.24
N 4.143 -1.504 2.806 0.24
C 3.485 -1.797 1.658 0.07
C 4.279 -2.162 0.556 0.04
C 3.749 -2.363 -0.695 0.02
C 2.369 -2.249 -0.906 0.06
O 1.816 -2.369 -2.054 0.14
C 1.517 -2.019 0.257 0.02
N 0.180 -2.058 0.011 0.05
C -0.658 -1.970 1.027 0.01
C -0.217 -1.847 2.349 0.01
C 1.129 -1.770 2.605 0.00
C 2.043 -1.826 1.535 0.03
H 0.041 5.347 4.307 0.00
H 0.112 4.153 2.994 0.00
H 1.572 5.080 3.451 0.00
H 1.596 1.907 6.533 0.00
H 2.929 -0.146 6.101 0.00
H 3.275 0.968 1.963 0.00
H 2.058 3.054 2.416 0.00
H 5.349 -2.239 0.713 0.00
H 4.384 -2.614 -1.534 0.00
H -1.717 -2.026 0.801 0.00
H -0.940 -1.834 3.155 0.00
H 1.485 -1.703 3.625 0.00
C -3.719 -3.156 -1.957 0.01
As -2.354 -2.174 -2.916 0.04
C -2.729 -2.620 -4.762 0.01
C -2.983 -0.333 -2.864 0.00
C -4.347 -0.088 -3.008 0.00
C -4.825 1.211 -3.068 0.00
C -3.941 2.281 -3.001 0.00
C -2.583 2.047 -2.850 0.00
C -2.095 0.745 -2.770 0.01
As -0.212 0.450 -2.403 0.06
C 0.746 1.598 -3.627 0.02
C -0.045 1.418 -0.726 0.01
H -4.611 -3.238 -2.572 0.00
H -3.961 -2.647 -1.028 0.00
H -3.354 -4.155 -1.733 0.00
H -3.748 -2.318 -4.980 0.00
H -2.617 -3.691 -4.916 0.00
H -2.042 -2.090 -5.417 0.00
H -5.045 -0.912 -3.082 0.00
H -5.887 1.389 -3.172 0.00
H -4.311 3.296 -3.063 0.00
H -1.902 2.887 -2.797 0.00
H 0.548 2.638 -3.385 0.00
H 0.429 1.388 -4.645 0.00
H 1.810 1.397 -3.539 0.00
H -0.319 2.456 -0.894 0.00
H 0.981 1.365 -0.361 0.00
H -0.713 0.982 0.012 0.00
```

## Properties
HOMO-LUMO gap (alpha / beta), eV: 6.34 / 6.66
LUMO (alpha / beta), eV: -6.651 / -7.401
Expectation value of S²: 6.049
Spin multiplicity: 5
Net charge: +2
HOMO (alpha / beta), Ha: -0.4775 / -0.5168

=====

Formula: C42H50AsCrO8SSe
Source: OMol25
Level of theory: ωB97M-V/def2-TZVPD

```
104
Properties=species:S:1:pos:R:3:lowdin_spin:R:1
Cr -0.364 -1.890 -0.872 2.84
C 2.374 3.654 4.382 0.00
C 1.418 2.526 4.795 0.00
C 0.104 3.171 5.246 0.00
C 2.001 1.755 5.988 0.00
C 1.218 1.574 3.624 0.01
C -0.023 1.320 3.071 0.00
C -0.171 0.424 2.029 0.01
Se -1.957 0.257 1.309 0.01
C -1.740 1.555 -0.111 0.01
C -2.065 2.871 0.125 0.00
C -1.936 3.829 -0.871 0.01
C -1.513 3.384 -2.123 0.00
C -1.183 2.071 -2.402 0.00
C -1.251 1.091 -1.359 0.00
O -0.921 -0.136 -1.537 0.02
C -0.767 1.632 -3.802 0.00
C -0.734 2.794 -4.807 0.00
C -1.781 0.597 -4.311 0.00
C 0.634 1.013 -3.755 0.00
C -2.264 5.282 -0.554 0.00
C -3.725 5.392 -0.096 0.00
C -2.078 6.219 -1.751 0.00
C -1.351 5.780 0.577 0.00
C 0.913 -0.296 1.467 0.00
O 0.761 -1.180 0.550 0.03
C 2.209 0.025 2.000 0.00
C 2.308 0.916 3.047 0.00
C 3.438 -0.641 1.391 0.00
C 3.324 -2.156 1.592 0.00
C 3.495 -0.318 -0.108 0.00
C 4.752 -0.156 2.024 0.00
H 2.508 4.363 5.200 0.00
H 1.964 4.183 3.525 0.00
H 3.348 3.263 4.104 0.00
H 0.289 3.839 6.089 0.00
H -0.612 2.415 5.560 0.00
H -0.332 3.752 4.437 0.00
H 2.139 2.417 6.844 0.00
H 2.960 1.312 5.736 0.00
H 1.323 0.954 6.274 0.00
H -0.922 1.802 3.425 0.00
H -2.419 3.134 1.113 0.00
H -1.438 4.102 -2.920 0.00
H -1.718 3.246 -4.927 0.00
H -0.418 2.421 -5.782 0.00
H -0.025 3.560 -4.499 0.00
H -2.781 1.032 -4.330 0.00
H -1.790 -0.273 -3.659 0.00
H -1.524 0.274 -5.320 0.00
H 1.348 1.732 -3.355 0.00
H 0.958 0.720 -4.754 0.00
H 0.644 0.131 -3.120 0.00
H -4.393 5.090 -0.900 0.00
H -3.958 6.421 0.185 0.00
H -3.911 4.750 0.759 0.00
H -2.743 5.942 -2.566 0.00
H -1.051 6.196 -2.107 0.00
H -2.312 7.243 -1.455 0.00
H -1.471 5.170 1.467 0.00
H -1.590 6.815 0.830 0.00
H -0.309 5.730 0.269 0.00
H 3.287 1.131 3.444 0.00
H 2.486 -2.547 1.017 0.00
H 3.170 -2.393 2.645 0.00
H 4.229 -2.650 1.245 0.00
H 2.675 -0.812 -0.630 0.00
H 4.433 -0.671 -0.543 0.00
H 3.411 0.758 -0.270 0.00
H 4.804 -0.407 3.082 0.00
H 4.875 0.920 1.906 0.00
H 5.586 -0.643 1.521 0.00
O 3.548 -2.778 -3.473 0.00
As 2.125 -3.325 -2.354 0.00
O 3.017 -4.103 -1.255 0.00
O 1.388 -1.881 -2.163 0.02
C 1.288 -4.376 -3.769 0.00
C 1.916 -4.704 -4.962 0.00
C 1.197 -5.326 -5.974 0.00
C -0.152 -5.616 -5.812 0.00
C -0.778 -5.294 -4.621 0.00
C -0.041 -4.694 -3.615 0.00
S -0.854 -4.153 -2.130 0.00
O 0.167 -4.038 -1.079 0.00
O -1.877 -5.135 -1.870 0.00
O -1.376 -2.827 -2.474 0.00
H 4.108 -2.288 -2.864 0.00
H 2.961 -4.455 -5.086 0.00
H 1.687 -5.569 -6.909 0.00
H -0.707 -6.077 -6.619 0.00
H -1.821 -5.498 -4.434 0.00
C -1.704 -2.629 0.340 -0.06
C -2.195 -3.403 1.142 0.05
C -2.705 -4.291 2.107 0.01
C -3.794 -5.134 1.848 0.01
C -4.251 -6.007 2.814 0.00
C -3.640 -6.072 4.058 0.01
C -2.559 -5.243 4.325 0.00
C -2.098 -4.365 3.369 0.01
H -4.258 -5.097 0.873 0.00
H -5.104 -6.643 2.605 0.00
H -4.000 -6.763 4.812 0.00
H -2.081 -5.279 5.297 0.00
H -1.254 -3.720 3.569 0.00
```

## Properties
HOMO-LUMO gap (alpha / beta), eV: 6.38 / 6.40
LUMO (alpha / beta), eV: 3.994 / 3.993
Expectation value of S²: 3.779
Spin multiplicity: 4
Net charge: -2
HOMO (alpha / beta), Ha: -0.0877 / -0.0883

=====

Formula: C3H10NOS
Source: OMol25
Level of theory: ωB97M-V/def2-TZVPD

```
16
Properties=species:S:1:pos:R:3:nbo_charge:R:1
C 1.700 0.924 1.761 -0.43
N 1.720 0.006 0.556 -0.63
C 0.458 -0.086 -0.088 -0.23
C 0.107 -1.474 -0.856 -0.53
S -1.743 -1.606 -1.115 -0.74
H 1.574 2.001 1.622 0.18
H 2.614 0.921 2.360 0.19
H 0.788 0.604 2.196 0.18
H 1.860 -0.890 0.967 0.34
H -0.281 0.221 0.730 0.15
H 0.398 0.750 -0.855 0.17
H 0.502 -2.416 -0.288 0.17
H 0.413 -1.407 -1.892 0.20
H -4.067 0.495 -1.505 0.47
H -2.609 0.731 -1.772 0.50
O -3.434 1.227 -1.821 -0.99
```

## Properties
HOMO-LUMO gap, eV: 6.36
LUMO, eV: 3.676
Net charge: -1
HOMO, Ha: -0.0987

=====

Formula: C4H8NO2
Source: OMol25
Level of theory: ωB97M-V/def2-TZVPD

```
15
Properties=species:S:1:pos:R:3:nbo_charge:R:1
C -0.681 -1.193 0.065 -0.07
C 0.592 -1.384 -0.024 -0.38
C -1.305 0.128 0.298 -0.29
C 1.512 -0.231 0.084 0.87
N -0.308 1.123 0.069 -0.76
O 2.178 0.183 1.147 -0.62
O 2.070 0.193 -1.119 -0.67
H -1.300 -2.115 -0.011 0.25
H 1.109 -2.266 -0.304 0.27
H -2.155 0.211 -0.400 0.23
H -1.764 0.255 1.245 0.25
H -0.053 1.336 -0.889 0.40
H -0.237 1.864 0.737 0.42
H 3.022 0.757 1.065 0.56
H 1.614 -0.102 -1.944 0.53
```

## Properties
HOMO-LUMO gap (alpha / beta), eV: 10.46 / 10.46
LUMO (alpha / beta), eV: -4.083 / -4.082
Net charge: +1
HOMO (alpha / beta), Ha: -0.5343 / -0.5343